Arrangement a

The following is a quantum chemistry calculation of a 2-piece molecular cluster, C4H13NOS overall, from the OMol25 dataset.

```
20
Properties=species:S:1:pos:R:3
N 2.687 0.512 -0.340
C 1.518 -0.435 -0.772
C 0.964 0.001 -2.088
S -0.543 -0.953 -2.348
H 3.072 0.259 0.570
H 2.326 1.464 -0.285
H 3.436 0.487 -1.030
H 1.940 -1.439 -0.764
H 0.788 -0.332 0.031
H 1.707 -0.186 -2.875
H 0.791 1.082 -2.035
C -2.154 -0.046 2.331
C -2.292 -0.155 0.827
O -1.375 0.711 0.196
H -2.852 -0.724 2.834
H -2.326 0.960 2.713
H -1.144 -0.358 2.619
H -2.102 -1.186 0.541
H -3.322 0.068 0.531
H -1.119 0.271 -0.654
```

As for the charge: 0. As for the highest occupied orbital energy: -6.7 eV. Its SMILES is [NH3+]CC[S-].CCO.

Arrangement b

The following is a quantum chemistry calculation of a 2-piece molecular cluster, C4H13NOS overall, from the OMol25 dataset.

```
20
Properties=species:S:1:pos:R:3
C -0.589 1.784 1.112
C -0.277 0.486 0.336
N -1.174 -0.575 0.704
C 1.184 0.123 0.491
C 1.692 -1.117 -0.227
S 1.667 -1.003 -2.022
H -0.482 1.536 2.173
H 0.031 2.658 0.906
H -1.621 2.121 1.000
H -0.463 0.692 -0.730
H -2.121 -0.339 0.971
H -0.854 -1.133 1.477
H 1.299 -0.037 1.579
H 1.864 0.965 0.352
H 1.123 -1.997 0.059
H 2.711 -1.277 0.131
H 1.440 0.327 -2.196
O -2.024 -0.733 -2.134
H -1.780 -1.499 -2.689
H -1.625 -0.983 -1.295
```

As for the charge: 0. As for the highest occupied orbital energy: -9.0 eV. Its SMILES is C[C@H](N)CCS.O.

Most stable structure: arrangement b

Arrangement a

The following is a quantum chemistry calculation of C4H2NO2 as an isolated structure, from the OMol25 dataset.

```
9
Properties=species:S:1:pos:R:3
C -1.148 -0.401 0.923
C -1.344 0.219 -0.932
C -0.156 -0.139 0.026
C 2.388 -0.026 0.038
N -2.248 0.050 -0.047
O 2.671 1.117 0.188
O 2.627 -1.177 -0.205
H -1.429 -0.428 1.934
H -1.360 0.785 -1.925
```

As for the charge: -1. As for the highest occupied orbital energy (alpha / beta): -2.8 / -2.8 eV.

Arrangement b

The following is a quantum chemistry calculation of C4H2NO2 as an isolated structure, from the OMol25 dataset.

```
9
Properties=species:S:1:pos:R:3
C -0.946 1.307 -0.741
C -0.604 -0.222 -0.948
C 0.154 -0.030 0.209
C 1.156 -0.931 1.174
N -0.235 1.385 0.326
O 1.700 -0.584 2.208
O -0.952 -1.070 -1.764
H -1.534 2.086 -1.202
H 1.260 -1.941 0.736
```

As for the charge: -1. As for the highest occupied orbital energy: -2.7 eV.

Most stable structure: arrangement b

Arrangement a

The following is a quantum chemistry calculation of C3H8N2O as an isolated structure, from the OMol25 dataset.

```
14
Properties=species:S:1:pos:R:3
C 1.099 1.159 0.498
C -2.035 -0.601 0.102
C 0.232 0.165 -0.193
N 0.684 -0.730 -1.102
O 2.498 0.912 0.368
N -0.827 0.064 0.574
H 2.746 0.318 1.088
H 1.636 -0.584 -1.415
H 0.090 -1.479 -1.425
H 0.865 2.160 0.124
H 0.111 0.942 1.417
H -2.815 -0.488 0.856
H -2.416 -0.166 -0.830
H -1.868 -1.671 -0.062
```

As for the charge: 0. As for the highest occupied orbital energy: -8.6 eV.

Arrangement b

The following is a quantum chemistry calculation of a single C3H8N2O molecule, from the OMol25 dataset.

```
14
Properties=species:S:1:pos:R:3
N 0.863 -1.391 0.471
C -0.555 -0.950 0.488
C -0.700 0.562 0.567
C -0.237 1.342 -0.584
N 0.599 0.866 -1.430
O 1.181 1.562 -2.333
H 1.242 -0.900 1.229
H 0.895 -2.371 0.558
H -1.104 -1.429 1.290
H -0.825 -1.301 -0.526
H -1.676 0.854 0.634
H -0.063 0.916 1.436
H -0.467 2.319 -0.634
H 0.846 -0.078 -1.167
```

As for the charge: 0. As for the highest occupied orbital energy: -8.2 eV. Its SMILES is NCC/C=[NH+]/[O-].

Arrangement c

The following is a quantum chemistry calculation of a 2-piece molecular cluster, C3H8N2O overall, from the OMol25 dataset.

```
14
Properties=species:S:1:pos:R:3
N 2.677 -0.119 0.057
C 2.000 -0.583 -0.847
O 1.309 -1.001 -1.693
H 3.684 -0.150 0.027
C -1.380 -0.873 0.684
N -0.326 0.106 0.516
C -0.712 1.213 -0.336
H -1.046 -1.664 1.362
H -2.324 -0.452 1.075
H -1.590 -1.337 -0.287
H -0.017 0.448 1.418
H -0.966 0.824 -1.330
H -1.581 1.790 0.031
H 0.137 1.898 -0.450
```

As for the charge: 0. As for the highest occupied orbital energy: -8.8 eV. Its SMILES is N=C=O.CNC.

Arrangement d

The following is a quantum chemistry calculation of a single C3H8N2O molecule, from the OMol25 dataset.

```
14
Properties=species:S:1:pos:R:3
C 0.444 1.786 1.382
C -0.451 0.734 0.777
O -1.474 0.373 1.327
N -0.051 0.258 -0.441
C -0.628 -0.980 -1.000
N 0.317 -2.007 -1.216
H 1.482 1.451 1.448
H 0.416 2.706 0.809
H 0.076 1.990 2.383
H 0.924 0.400 -0.675
H -1.396 -1.275 -0.288
H -1.092 -0.752 -1.956
H 0.735 -2.169 -2.110
H 0.699 -2.514 -0.440
```

As for the charge: 0. As for the highest occupied orbital energy: -9.1 eV. Its SMILES is CC(=O)NCN.

Most stable structure: arrangement d

Arrangement a

The following is a quantum chemistry calculation of a single C3H8N2O molecule, from the OMol25 dataset.

```
14
Properties=species:S:1:pos:R:3
C -1.058 -0.584 1.076
N -0.369 -0.114 -0.262
C -0.977 1.112 -0.789
C 1.051 -0.229 -0.574
O 1.483 0.132 -1.648
N 1.776 -0.795 0.414
H -0.437 -1.392 1.468
H -1.115 0.276 1.750
H -1.107 -0.925 -0.359
H -0.710 1.243 -1.837
H -2.056 1.003 -0.666
H -0.640 1.973 -0.199
H 2.774 -0.824 0.286
H 1.383 -0.877 1.339
```

As for the charge: 0. As for the highest occupied orbital energy: -7.6 eV.

Arrangement b

The following is a quantum chemistry calculation of a single C3H8N2O molecule, from the OMol25 dataset.

```
14
Properties=species:S:1:pos:R:3
C 0.124 -2.246 1.646
N -0.633 -1.249 1.673
C -0.642 -0.205 0.632
O 0.281 -0.473 -0.390
N 0.919 0.750 -0.838
C 0.097 1.598 -1.670
H 0.063 -2.947 2.469
H 0.839 -2.464 0.852
H -1.672 -0.186 0.247
H -0.447 0.738 1.164
H 1.379 1.239 -0.069
H -0.391 0.985 -2.426
H 0.757 2.304 -2.172
H -0.674 2.156 -1.121
```

As for the charge: 0. As for the highest occupied orbital energy: -9.1 eV. Its SMILES is C=NCONC.

Most stable structure: arrangement b

Arrangement a

The following is a quantum chemistry calculation of a 2-piece molecular cluster, C3H8N2O overall, from the OMol25 dataset.

```
14
Properties=species:S:1:pos:R:3
C 1.114 0.199 -1.195
N 0.821 -0.624 -0.242
C 1.518 -0.500 1.013
H 0.751 -0.011 -2.194
H 2.012 0.828 -1.176
H 1.831 -1.495 1.329
H 2.400 0.152 0.963
H 0.829 -0.073 1.748
N -2.352 -0.240 -0.260
C -1.242 0.471 0.137
O -1.107 1.026 1.207
H -2.875 -0.688 0.481
H -2.986 0.089 -0.970
H -0.713 0.866 -0.841
```

As for the charge: 0. As for the highest occupied orbital energy: -9.4 eV. Its SMILES is C=NC.NC=O.

Arrangement b

The following is a quantum chemistry calculation of a single C3H8N2O molecule, from the OMol25 dataset.

```
14
Properties=species:S:1:pos:R:3
C -0.006 0.063 1.417
N 0.029 0.279 -0.011
C 0.636 1.515 -0.458
C -0.482 -0.577 -0.955
N -0.767 -1.863 -0.498
O -0.685 -0.246 -2.113
H -0.491 -0.881 1.667
H 1.004 0.072 1.846
H -0.590 0.864 1.889
H 0.143 1.866 -1.364
H 0.539 2.266 0.332
H 1.706 1.373 -0.665
H -0.909 -2.493 -1.275
H -0.128 -2.236 0.189
```

As for the charge: 0. As for the highest occupied orbital energy: -9.1 eV. Its SMILES is CN(C)C(N)=O.

Arrangement c

The following is a quantum chemistry calculation of a single C3H8N2O molecule, from the OMol25 dataset.

```
14
Properties=species:S:1:pos:R:3
C 1.828 -0.431 0.845
N 0.796 -1.371 0.169
C -0.415 -0.732 -0.188
O -1.423 -1.427 -0.566
N -0.383 0.681 -0.260
C -1.723 1.227 -0.641
H 1.489 0.137 1.622
H 2.242 0.078 0.214
H 2.641 -1.264 1.348
H 0.774 -2.322 0.401
H 0.258 0.890 -0.834
H -1.990 0.986 -1.672
H -2.587 1.012 0.202
H -1.507 2.535 -0.643
```

As for the charge: 0. As for the highest occupied orbital energy: -9.6 eV. Its SMILES is CNC(=O)NC.

Arrangement d

The following is a quantum chemistry calculation of a 2-piece molecular cluster, C3H8N2O overall, from the OMol25 dataset.

```
14
Properties=species:S:1:pos:R:3
C 0.425 1.984 0.816
C -1.118 -1.539 -0.620
C 1.056 0.709 0.570
N 2.883 -0.568 -0.199
N 2.067 0.115 0.426
O -0.438 -0.357 -1.004
H 1.057 2.900 0.584
H -0.374 2.224 0.029
H -0.060 2.172 1.813
H -1.857 -1.842 -1.443
H -1.659 -0.983 0.291
H -0.422 -2.263 -0.229
H 0.484 -0.481 -1.516
H 3.493 -1.072 0.359
```

As for the charge: 0. As for the highest occupied orbital energy: -7.9 eV.

Most stable structure: arrangement b